No. 1
{"formula": "C21H29N5O4S2", "method": "the ωB97M-V functional and the def2-TZVPD basis", "total_charge": 0, "fmax_ev_per_a": 1.16, "smiles": "CCOC(=O)c1c(NC(=O)CSc2nnc(CN3CCOCC3)n2C)sc2c1CCCC2", "mol_weight_g_mol": 479.6, "e_tot_ha": -2188.76948, "multiplicity": 1, "gap_ev": 8.4, "elements": ["S", "S", "O", "O", "O", "O", "N", "N", "N", "N", "N", "C", "C", "C", "C", "C", "C", "C", "C", "C", "C", "C", "C", "C", "C", "C", "C", "C", "C", "C", "C", "C", "H", "H", "H", "H", "H", "H", "H", "H", "H", "H", "H", "H", "H", "H", "H", "H", "H", "H", "H", "H", "H", "H", "H", "H", "H", "H", "H", "H", "H"], "coordinates": [[-0.251599, 4.530521, -0.683067], [4.089886, 1.660793, 1.215444], [0.354054, 0.731171, -1.192755], [2.910716, 3.950346, 1.524832], [-4.582028, -1.851970, 2.543647], [1.159536, -1.355544, -1.336555], [-2.038009, 2.484655, -1.070793], [-2.268057, 1.719201, 0.965413], [-4.085816, -0.452177, 0.133297], [1.701705, 2.505145, 0.298434], [-1.412858, 2.753177, 1.017960], [-0.223282, -3.238109, -1.847032], [2.612343, 1.487918, 0.364129], [-5.554937, -1.010716, 1.972067], [1.237468, -0.080952, -0.943937], [5.186356, -2.488837, -0.233996], [1.889931, 3.693583, 0.920695], [2.446020, 0.235234, -0.205599], [-3.740154, -2.382449, 1.549763], [0.728904, 4.663617, 0.840412], [-0.007444, -1.749709, -2.051379], [-1.274965, 3.202718, -0.199887], [3.574880, -0.608522, 0.060030], [3.740659, -2.022676, -0.402277], [4.518673, 0.016980, 0.807784], [-4.915880, 0.129735, 1.179180], [5.717560, -2.110001, 1.145008], [-2.638530, 1.548215, -0.271015], [-3.054661, -1.279048, 0.743032], [-2.088738, 2.609620, -2.497051], [5.801617, -0.588385, 1.264136], [-3.576666, 0.513445, -0.809762], [0.044293, 4.465935, 1.668373], [-4.437033, 1.025204, -1.260516], [-0.859972, -1.167568, -1.682739], [-3.001997, -2.995956, 2.069337], [6.703574, -2.548247, 1.306283], [3.437774, -2.106942, -1.446699], [-1.453741, 1.847511, -2.954359], [-0.363761, -3.455024, -0.791174], [0.640648, -3.792112, -2.203590], [-6.203384, -1.596402, 1.301421], [-6.146695, -0.619679, 2.801182], [-2.452466, -1.732108, -0.047671], [-3.060803, -0.033507, -1.609273], [-4.327145, -3.015068, 0.864825], [1.103343, 5.684556, 0.900970], [0.138014, -1.515395, -3.113242], [-1.721370, 3.595317, -2.779012], [-1.103847, -3.559244, -2.396173], [-4.321596, 0.760492, 1.855429], [5.810819, -2.018872, -0.996571], [6.624030, -0.213199, 0.646133], [-5.698499, 0.733709, 0.714375], [6.008859, -0.291519, 2.294237], [5.238624, -3.569668, -0.375412], [-2.404920, -0.687396, 1.404057], [-3.114212, 2.487681, -2.846029], [3.070204, -2.662496, 0.178851], [5.043336, -2.498473, 1.910455], [0.851241, 2.261496, -0.213620]], "forces_ev_per_a": [[0.102, 0.365, -0.079], [0.165, -0.735, -0.198], [-0.045, -0.133, -0.070], [-0.029, 0.293, 0.149], [0.072, 0.032, 0.183], [0.194, -0.138, 0.159], [0.074, 0.141, 0.872], [-0.699, -0.925, 0.081], [0.086, 0.123, -0.028], [-0.197, -0.228, -0.179], [0.648, 0.820, -0.141], [0.243, 0.399, 0.025], [0.112, -0.158, -0.016], [-0.202, 0.344, -0.171], [-0.124, 0.317, -0.029], [-0.174, -0.076, 0.210], [-0.270, 0.151, -0.097], [0.096, 0.402, 0.210], [0.309, -0.058, -0.287], [-0.202, -0.024, -0.160], [-0.592, -0.057, -0.223], [-0.161, 0.026, 0.084], [0.163, 0.061, 0.154], [0.212, -0.126, -0.119], [-0.314, 0.256, -0.102], [-0.185, -0.219, 0.325], [0.167, 0.123, -0.177], [0.071, 0.149, -0.124], [-0.077, -0.290, 0.302], [0.076, -0.148, -0.427], [0.121, -0.087, 0.090], [-0.133, -0.119, -0.100], [0.127, 0.071, 0.028], [0.089, -0.060, -0.073], [0.158, -0.117, -0.130], [-0.016, 0.006, -0.091], [-0.012, -0.022, 0.068], [-0.011, -0.072, 0.070], [-0.013, 0.063, -0.047], [-0.038, -0.056, 0.093], [0.047, -0.132, -0.035], [0.017, 0.057, 0.065], [-0.017, 0.003, -0.089], [0.062, -0.040, -0.004], [-0.074, 0.070, -0.034], [0.067, 0.018, 0.055], [0.002, -0.106, -0.005], [-0.041, 0.026, 0.158], [-0.089, -0.064, -0.075], [-0.087, -0.051, -0.058], [-0.147, -0.037, -0.049], [0.055, -0.016, -0.074], [0.070, -0.022, 0.063], [-0.032, 0.027, 0.030], [0.076, -0.010, 0.012], [0.038, 0.006, -0.067], [-0.006, -0.132, -0.082], [0.055, 0.079, -0.020], [-0.035, -0.077, -0.082], [-0.007, -0.045, 0.079], [0.256, 0.158, 0.174]]}

***

No. 2
{"formula": "C21H29N5O7S", "method": "the ωB97M-V functional and the def2-TZVPD basis", "total_charge": 0, "fmax_ev_per_a": 1.05, "smiles": "COc1ccc(S(=O)(=O)N2CCCO[C@@H]2CNC(=O)C(=O)NCCCn2ccnc2)cc1OC", "mol_weight_g_mol": 495.6, "e_tot_ha": -2016.28242, "multiplicity": 1, "gap_ev": 9.0, "elements": ["S", "O", "O", "O", "O", "O", "O", "O", "N", "N", "N", "N", "N", "C", "C", "C", "C", "C", "C", "C", "C", "C", "C", "C", "C", "C", "C", "C", "C", "C", "C", "C", "C", "C", "H", "H", "H", "H", "H", "H", "H", "H", "H", "H", "H", "H", "H", "H", "H", "H", "H", "H", "H", "H", "H", "H", "H", "H", "H", "H", "H", "H", "H"], "coordinates": [[-0.281254, 0.203438, 0.613039], [-0.534278, 2.593605, -4.775194], [1.013561, -0.388948, 0.799904], [-1.426211, -0.638696, 0.828894], [0.845084, 0.099342, 3.989517], [1.372411, 0.934166, -4.230304], [-2.032401, 3.174320, 2.112676], [-1.195344, -2.693833, 3.531578], [-0.433452, 1.501175, 1.621198], [-1.427448, -0.014515, 3.844255], [1.045560, -2.452260, 3.181831], [0.352723, -3.631101, -0.950430], [0.411712, -2.650097, -2.924557], [0.513633, 1.186324, -3.224114], [-0.372974, 0.940404, -1.008758], [-1.498949, 2.364730, -2.555325], [-1.660313, 1.399136, 3.754628], [-0.183438, -2.018574, 3.479767], [1.512333, -3.809665, 1.187374], [-1.423407, 1.780025, -1.297159], [0.749892, 2.288978, 1.910349], [1.344119, -3.778502, 2.708221], [-0.998973, 4.023635, 1.645517], [0.336256, 3.708125, 2.310789], [0.597476, 0.643492, -1.952071], [-0.184889, -0.521879, 3.785422], [1.051773, -4.456541, -1.785029], [-1.579078, 3.452124, -5.166122], [-0.545938, 2.083218, -3.522011], [2.266551, -0.151947, -4.077960], [1.076120, -3.834584, -2.998973], [-1.669709, 1.816837, 2.256441], [0.161234, -3.799494, 0.464802], [-0.009584, -2.562814, -1.689463], [-0.895345, 3.924237, 0.554286], [2.075868, -4.700309, 0.903118], [1.337219, 1.800673, 2.696928], [2.076766, -2.926652, 0.878272], [-2.158887, -0.652094, 3.550877], [-2.181437, 1.977212, -0.557430], [2.264357, -4.119109, 3.191969], [0.516626, -4.423328, 3.014894], [3.035610, 0.067263, -3.330731], [-1.369081, 3.713228, -6.201883], [-1.599847, 4.364123, -4.560676], [-0.447567, -2.965318, 0.821330], [1.341568, 2.298274, 0.991014], [1.749006, -1.731257, 3.079215], [1.725292, -1.063670, -3.802503], [-0.849004, 1.904800, 4.281049], [2.736968, -0.276472, -5.051566], [1.523531, -4.158516, -3.917353], [1.390969, -0.026752, -1.670628], [-2.320647, 3.027419, -2.772750], [-2.618476, 1.660909, 4.204330], [-2.436469, 1.206047, 1.757253], [-2.551827, 2.953936, -5.108612], [-1.339027, 5.033746, 1.882371], [-0.587596, -1.756246, -1.285784], [-0.374555, -4.735496, 0.657287], [1.091948, 4.426097, 1.995955], [1.452832, -5.394613, -1.461210], [0.218404, 3.782244, 3.392249]], "forces_ev_per_a": [[-0.167, 0.652, -0.059], [0.229, -0.267, 0.240], [0.137, 0.323, -0.204], [-0.259, 0.133, -0.163], [0.025, -0.061, -0.006], [-0.281, 0.337, -0.002], [-0.037, -0.147, 0.162], [-0.182, -0.022, -0.076], [0.154, -0.813, -0.508], [-0.278, -0.215, -0.104], [0.191, 0.256, -0.039], [-0.080, 0.006, -0.322], [-0.265, 0.358, -0.233], [-0.178, 0.099, 0.000], [0.064, -0.208, 0.469], [-0.012, -0.017, -0.060], [0.163, 0.408, -0.324], [0.281, -0.267, 0.068], [-0.253, -0.003, 0.171], [-0.030, 0.008, 0.002], [0.710, 0.054, 0.122], [0.009, -0.255, -0.147], [0.272, 0.330, -0.069], [-0.415, -0.178, -0.204], [0.202, -0.023, -0.233], [-0.148, 0.193, 0.439], [0.166, -0.212, -0.200], [-0.180, 0.154, -0.056], [0.238, -0.133, -0.070], [0.168, -0.329, 0.045], [0.057, -0.180, 0.132], [-0.819, -0.564, 0.347], [0.198, -0.013, 0.564], [-0.065, 0.093, -0.044], [-0.030, 0.073, 0.106], [0.037, 0.018, -0.027], [-0.039, 0.141, -0.215], [0.065, -0.070, -0.068], [0.127, -0.022, 0.081], [-0.155, 0.119, 0.090], [-0.148, -0.035, -0.011], [0.147, -0.030, 0.050], [0.000, 0.031, -0.014], [-0.057, 0.009, 0.079], [-0.001, -0.045, -0.010], [-0.025, -0.138, -0.040], [0.086, 0.176, 0.075], [-0.124, -0.007, 0.103], [0.094, 0.171, -0.048], [-0.138, 0.073, 0.011], [0.024, -0.001, 0.076], [0.118, -0.170, -0.140], [0.169, -0.102, -0.106], [-0.060, 0.067, -0.068], [0.090, 0.013, 0.016], [0.089, 0.191, 0.212], [0.036, 0.013, 0.013], [0.088, -0.061, -0.110], [-0.161, 0.052, 0.121], [-0.012, 0.150, 0.004], [0.030, 0.009, 0.041], [0.089, -0.183, 0.107], [0.043, 0.058, 0.031]]}

***

What is the formula in the second record? C21H29N5O7S